1.
The following is a quantum chemistry calculation of a molecular structure, C22H32N3PdS3, from OMol25.

Each line ends with the Löwdin charge.
CARTESIAN COORDINATES (ANGSTROEM)
C 3.25705 0.93604 -0.93722  -0.472
C -2.97996 2.86687 3.29587  -0.071
C -2.85774 2.06422 2.17555  -0.014
C -0.68529 2.50205 3.86613  -0.031
C 0.56912 -0.32889 3.39982  -0.043
H 0.61204 -0.00373 4.44165  0.105
C 2.05652 -1.40375 -3.79685  -0.511
N -1.18038 -1.73165 -0.24958  -0.226
C 1.89062 1.60614 2.80231  -0.075
H 1.48678 -2.16361 -3.26371  0.059
S 3.79745 -1.46177 -3.28820  0.897
H -2.74364 -2.10625 -2.47735  0.107
H -1.53485 -3.51210 -1.37160  0.097
H -2.15475 -1.49748 1.60092  0.080
H 0.14597 2.65142 4.54201  0.112
H -3.94131 3.31219 3.51662  0.112
H 1.67160 -1.89946 -1.24262  -0.003
H 2.07863 0.73419 -4.10646  0.080
C 1.39417 -0.02743 -3.73046  -0.475
H -1.05772 -2.89262 1.50122  0.089
C -1.61644 1.49789 1.85295  -0.233
H 0.04317 -3.38557 -0.59811  0.088
C 3.73602 -2.33505 -1.69468  -0.498
H -3.07072 2.41163 -0.50875  0.115
C -2.18795 0.46592 -0.32435  -0.263
H -3.71546 1.88187 1.54560  0.106
H -2.00673 3.75754 4.99440  0.107
Pd 0.49903 0.11004 0.58916  0.785
H 2.74539 0.99752 2.51779  0.051
C -3.77100 1.07938 -2.03526  -0.071
S 2.79866 -0.39746 0.22000  0.875
H 1.89198 2.54245 2.24887  0.107
H 3.87170 1.61801 -0.34694  0.086
H 1.60575 2.32261 -0.81943  0.064
H 2.55307 -2.67566 0.05959  0.086
H 2.43863 2.32183 -2.36569  0.091
H -2.64286 -2.94747 0.69997  0.101
H -4.41495 1.82486 -2.48236  0.110
C -1.79746 -2.30067 0.96009  -0.060
C -3.66616 -0.17911 -2.60087  -0.075
H 3.61953 -3.40244 -1.88963  0.084
C -2.08843 -0.81188 -0.89753  -0.246
H -4.23506 -0.43152 -3.48506  0.107
H 0.53070 -0.02710 -4.39799  0.077
H 1.96530 1.81657 3.86971  0.091
H 4.72420 -2.20207 -1.25151  0.082
C -3.02839 1.40880 -0.91011  -0.023
C -2.81963 -1.12444 -2.03068  -0.024
H 2.04866 -1.71095 -4.84383  0.078
C 2.08282 1.67700 -1.55952  -0.514
N 0.64263 0.86798 2.51181  -0.298
N -1.33600 0.73777 0.74516  -0.075
H -0.32650 -2.40546 -2.04092  0.071
S 0.72618 0.63924 -2.16320  0.903
H 3.89381 0.48785 -1.69398  0.026
H -0.36999 -0.84627 3.22196  0.086
C 2.63043 -1.93117 -0.73708  -0.514
C -1.90011 3.11544 4.13213  -0.080
C -0.72905 -2.81459 -1.11369  -0.100
H 1.41049 -0.98932 3.19129  0.087
C -0.55958 1.69157 2.75260  -0.208

For the energy, the calculation gives -63783.3146 eV. Its charge is +1. Its HOMO-LUMO gap is 0.2247 Eh. Its highest occupied orbital energy is -9.784 eV. As for the LUMO energy: -3.67 eV.

2.
The following is a quantum chemistry calculation of 2 unconnected molecules or ions with the total composition C31H36BF3O3 in a non-equilibrium geometry, from OMol25.

Each line ends with the Löwdin charge.
CARTESIAN COORDINATES (ANGSTROEM)
F 4.61178 -3.04866 2.12387  0.115
C -5.14248 5.25517 1.36608  -0.067
H 3.12669 2.09521 4.11533  0.119
C -0.63170 1.52909 4.96119  -0.031
H 1.66708 0.93009 2.51018  0.129
C -0.57329 -4.52271 4.38694  -0.075
C 0.17390 2.26286 5.82526  -0.031
C -0.93179 0.49696 2.62812  -0.119
H -5.79422 -0.91872 1.76031  0.097
H 0.21003 -4.40395 3.63984  0.117
H -6.13646 5.48728 0.98968  0.087
H -5.48864 0.43744 3.80626  0.096
C 1.51221 2.50829 5.51610  -0.295
H 1.75616 3.98026 7.02649  0.074
O -2.36638 -0.69674 4.16899  0.025
H -4.19273 1.03744 4.87011  0.097
H -4.21945 -1.08625 6.08222  0.096
C -4.73195 -0.95677 1.47433  -0.025
C -4.36037 -1.63481 5.14109  -0.019
H -1.67569 1.32099 5.20041  0.120
C -3.37888 2.19508 0.26856  -0.011
H -0.38057 -5.26313 5.16781  0.126
H 2.55923 -1.70317 5.19268  0.129
H -3.96592 1.09230 3.10573  0.078
C -2.49456 1.28367 0.80987  -0.048
C -3.86464 -1.61526 2.53842  -0.422
H -2.33442 0.32670 0.30894  0.130
H -5.17365 5.03187 2.44234  0.093
F 4.62597 -0.91408 2.65960  0.110
C 2.61503 -2.10993 3.07387  -0.127
H -1.28356 3.19028 3.34577  0.112
C 2.06491 1.96792 4.35568  -0.040
H -2.77532 -5.05727 4.18183  0.133
C -2.80098 3.79081 1.99836  -0.019
C -1.38092 -3.36747 4.59103  0.059
H -3.93155 -2.62911 5.28408  0.063
C 0.47473 -2.14762 1.94668  -0.020
H -2.03015 -4.21805 2.71818  0.133
F 4.68534 -2.44791 4.23641  0.112
C -1.89851 2.87262 2.50667  -0.021
H -0.19108 0.32353 1.84238  0.134
B -1.69953 -0.85933 2.89422  -0.827
H -0.23907 2.66588 6.74655  0.109
H -0.10985 -2.34575 1.05045  0.129
O -4.76579 4.10036 0.58160  -0.096
H -4.40535 0.04981 1.20037  0.055
C -4.39855 0.50939 3.92841  0.000
H -2.85484 4.78946 2.43521  0.105
C 1.87105 -2.31292 1.91596  0.011
C -0.10705 1.10700 3.74105  -0.210
H -4.36304 -3.51455 1.68128  0.100
H 2.97491 4.02426 5.73133  0.081
H -5.55097 -2.89736 2.84335  0.100
H -3.95049 1.99409 -0.63469  0.120
C 1.25174 1.31804 3.45018  -0.023
H -4.65277 -1.57484 0.56887  0.100
C 0.59550 -1.61001 4.27641  -0.061
C 2.36909 3.37144 6.36588  -0.065
H -1.71558 -2.70406 5.38650  0.135
H -4.45144 6.08822 1.17862  0.093
C -3.66753 3.39686 0.95987  -0.281
C 4.12701 -2.14426 3.02559  -0.510
C -1.81985 1.55970 2.02040  -0.161
H 3.04641 2.75588 6.96237  0.083
H 0.11493 -1.40265 5.22869  0.126
H -4.03676 -3.62160 3.41152  0.036
H -5.44520 -1.75804 5.02228  0.094
C -0.13569 -1.65432 3.09176  -0.092
H 2.37643 -2.58971 0.99284  0.123
O -2.50980 -1.63682 2.02972  0.088
C 1.97928 -1.80979 4.27558  0.013
C -4.47508 -2.99484 2.63833  -0.042
C -1.99445 -4.38492 3.80063  -0.098
C -3.76314 -0.87193 3.96259  -0.447

For the energy, the calculation gives -47699.3196 eV. Its HOMO-LUMO gap is 0.1803 Eh. Its energy relative to the best compared isomer or geometry (same formula, charge and spin) is 0.000 eV. Its highest occupied orbital energy is -7.304 eV. As for the LUMO energy: -2.40 eV.

3.
The following is a quantum chemistry calculation of a single C7H6O3 molecule in a non-equilibrium geometry, from OMol25.

Each line ends with the Löwdin charge.
CARTESIAN COORDINATES (ANGSTROEM)
H -1.05880 2.76434 0.28910  0.134
H 3.26324 1.12872 -0.25376  0.132
C -0.90332 -0.77478 0.01435  -0.143
C 2.70533 0.16850 -0.02601  -0.277
H -1.88751 -2.56087 0.52822  0.105
C -0.64350 1.73521 0.03404  0.001
C 1.24807 0.21420 -0.02139  -0.195
H 1.42469 2.31387 -0.18549  0.114
C -1.56522 0.60928 0.02591  -0.236
O -1.97058 -1.83405 -0.10378  -0.027
C 0.71942 1.49435 -0.03393  -0.073
C 0.39417 -0.99870 -0.01433  0.045
H -2.92247 -0.30612 -0.01100  0.076
O 3.36469 -0.82346 0.07841  0.044
H 1.11985 -1.89166 -0.06805  0.160
O -2.85269 0.64043 0.00403  0.140

For the energy, the calculation gives -13496.8625 eV. Its HOMO-LUMO gap is 0.3267 Eh. Its energy relative to the best compared isomer or geometry (same formula, charge and spin) is 1.671 eV. The structure (SMILES) is O=Cc1ccc(O)c(O)c1. Its highest occupied orbital energy is -8.674 eV. As for the LUMO energy: 0.22 eV.

4.
The following is a quantum chemistry calculation of 2 unconnected molecules or ions with the total composition C3H8S2 in a non-equilibrium geometry, from OMol25.

Each line ends with the Löwdin charge.
CARTESIAN COORDINATES (ANGSTROEM)
C -0.57366 2.09067 1.16359  -0.158
S 1.59461 -2.78717 -0.62129  0.209
H 2.57445 -3.27088 -1.44133  -0.196
H -1.13173 2.95438 -0.66471  0.095
H -0.84977 2.94942 1.62162  0.014
H 0.23740 1.89557 1.84163  0.069
H -0.18238 1.05545 -2.16094  0.069
S 1.13776 -4.49022 0.52503  0.256
H -0.02828 -4.64498 0.00652  -0.260
C -0.67996 2.03050 -0.27267  -0.268
H -1.45705 1.39005 1.60280  0.139
C -0.48064 0.90913 -1.05821  -0.023
H -0.16073 -0.08192 -0.54203  0.053

For the energy, the calculation gives -24908.8377 eV. Its HOMO-LUMO gap is 0.3417 Eh. Its energy relative to the best compared isomer or geometry (same formula, charge and spin) is 2.560 eV. The structure (SMILES) is C=CC.SS. Its highest occupied orbital energy is -9.074 eV. As for the LUMO energy: 0.22 eV.